Entry 1:
Here is the molecule C4H8N2O2 from the Open Molecules 2025 dataset. Energies are from ωB97M-V/def2-TZVPD.

Geometry as ORCA input:
```
! wB97M-V def2-TZVPD RIJCOSX def2/J DEFGRID3
* xyz 0 1
C 0.20037 -0.47968 2.48607
N -0.33325 -0.17480 1.11647
N -0.57836 1.03013 0.86607
C -0.68797 1.47229 -0.38451
C -0.43475 0.61684 -1.66377
O -1.06169 1.09711 -2.66067
C 0.46272 -0.53338 -1.83782
O 1.63578 -0.46746 -1.25887
H 0.06827 -1.67348 2.23888
H 1.38530 -0.02462 2.54570
H -0.39161 0.07669 3.47268
H -1.15403 -0.74482 0.70223
H -1.23309 2.53196 -0.52771
H 0.68173 -0.31615 -2.94986
H -0.04040 -1.56970 -1.70300
H 1.48099 -0.84092 -0.44188
*
```

Summary:
E_tot = -417.0105 Ha
Kohn-Sham gap = 8.33 eV
ΔE to the lowest compared entry with this formula, charge and spin = 644.4 kJ/mol
SMILES = CN/N=C\C(=O)CO

Entry 2:
Here is a structure of composition C33H41EuN3P from the Open Molecules 2025 dataset. Energies are from ωB97M-V/def2-TZVPD.

Geometry as ORCA input:
```
! wB97M-V def2-TZVPD RIJCOSX def2/J DEFGRID3
* xyz 1 8
Eu 0.22936 0.53233 -0.91304
C -0.18740 -1.61339 -6.11350
C -0.81902 -1.33077 -4.75518
C -1.33492 -0.03985 -4.47258
C -1.91844 0.32265 -3.25311
C -2.44179 1.74536 -3.03145
C -2.02048 -0.68455 -2.24929
C -1.45246 -1.97072 -2.44913
C -1.36375 -2.97062 -1.29825
C -0.92583 -2.29637 -3.72178
H -0.94960 -1.74824 -6.86532
H 0.45570 -2.51512 -6.05771
H 0.43329 -0.75778 -6.45385
H -1.25407 0.72245 -5.27794
H -1.59000 2.45928 -3.00745
H -2.94395 1.80493 -2.05779
H -3.15617 2.06891 -3.80383
H -2.60272 -0.47457 -1.36213
H -0.34320 -3.38676 -1.23054
H -2.10256 -3.79219 -1.35507
H -1.55136 -2.41656 -0.38084
H -0.56822 -3.30814 -3.94692
C 2.85860 2.77162 -2.03847
C 2.32075 1.93897 -3.19473
N 2.01092 0.50848 -2.89067
C 3.11368 -0.42195 -2.52258
C 2.78582 -1.27864 -1.31043
N 2.47326 -0.51540 -0.10354
C 3.47091 0.51631 0.29935
C 2.92893 1.94768 0.36421
N 2.11437 2.40232 -0.79844
H 2.71746 3.80931 -2.31821
H 3.94118 2.58645 -1.89099
H 3.01994 1.99283 -4.04045
H 1.43402 2.43987 -3.57111
H 1.45103 0.13127 -3.67594
H 4.04962 0.15373 -2.37975
H 3.34257 -1.07961 -3.35116
H 3.65903 -1.95247 -1.14201
H 1.93196 -1.94871 -1.55612
H 2.35283 -1.17859 0.67460
H 4.36992 0.45364 -0.31978
H 3.82517 0.27921 1.31396
H 3.76978 2.61943 0.55085
H 2.22561 2.02936 1.21805
H 1.62536 3.24568 -0.49605
C 2.65242 0.90683 4.13826
C 1.56972 1.75827 3.95753
C 0.41330 1.33329 3.34805
C 0.30858 -0.00606 2.92167
C 1.33669 -0.91632 3.20399
C 2.51691 -0.45505 3.80707
P -1.09539 -0.66692 1.98616
C -1.86721 -1.66072 3.30856
C -2.43110 -2.86984 2.91509
C -2.88366 -3.77642 3.90036
C -2.78715 -3.46948 5.25843
C -2.29540 -2.19674 5.63419
C -1.87985 -1.30072 4.66917
C -2.10025 0.78883 1.69335
C -3.18375 1.10456 2.52805
C -3.75136 2.35750 2.33844
C -3.24827 3.23534 1.30576
C -2.19408 2.88857 0.47777
C -1.61083 1.64000 0.69571
H 3.57579 1.26318 4.58705
H 1.59999 2.82691 4.19741
H -0.40738 2.03208 3.15623
H 1.19680 -2.00730 2.94913
H 3.29477 -1.18421 3.97953
H -2.49743 -3.15245 1.86532
H -3.26310 -4.74465 3.58305
H -3.15609 -4.14890 6.00205
H -2.22955 -1.93918 6.67585
H -1.40584 -0.33564 4.97547
H -3.51244 0.41354 3.31140
H -4.57561 2.70475 2.93728
H -3.66371 4.22204 1.23083
H -1.81072 3.55384 -0.30209
*
```

Summary:
E_tot = -2497.8125 Ha
Kohn-Sham gap (alpha / beta) = 7.41 / 7.48 eV
<S²> = 15.7604
ΔE to the lowest compared entry with this formula, charge and spin = 0.0 kJ/mol

Entry 3:
Here is a cluster of 2 separate species, C4H12N4 in total from the Open Molecules 2025 dataset. Energies are from ωB97M-V/def2-TZVPD.

Geometry as ORCA input:
```
! wB97M-V def2-TZVPD RIJCOSX def2/J DEFGRID3
* xyz 0 1
N -1.63445 0.52281 -1.74151
C -2.33638 -0.19624 -0.92928
N -3.29833 -1.14061 -1.30554
N -2.37433 0.14734 0.44766
H -1.65561 0.06965 -2.67539
H -3.03905 -1.67448 -2.09382
H -3.73682 -1.65806 -0.54876
H -2.47842 -0.65354 1.03763
H -1.52572 0.64892 0.63989
C 1.53408 1.78769 1.67072
C 1.71707 0.45646 1.49470
C 1.64318 -0.24699 0.12522
N 3.04674 -0.21656 -0.37705
H 1.39209 2.17995 2.68421
H 1.52872 2.50899 0.86903
H 2.23957 -0.17560 2.27635
H 1.29144 -1.29450 0.22699
H 0.97422 0.25956 -0.58040
H 3.12446 -0.44940 -1.36375
H 3.58754 -0.87538 0.14310
*
```

Summary:
E_tot = -378.5842 Ha
Kohn-Sham gap = 9.66 eV
ΔE to the lowest compared entry with this formula, charge and spin = 141.9 kJ/mol
SMILES = N=C(N)N.C=CCN

Entry 4:
Here is a cluster of 2 separate species, C4H12N2O2PS in total from the Open Molecules 2025 dataset. Energies are from ωB97M-V/def2-TZVPD.

Geometry as ORCA input:
```
! wB97M-V def2-TZVPD RIJCOSX def2/J DEFGRID3
* xyz 1 1
C -1.67802 0.42549 0.99793
C -3.18147 0.21105 1.21583
C 1.38403 1.65255 -2.42584
C 1.95377 -2.60069 0.01778
N -0.86996 0.71842 2.01195
N -1.15648 0.08614 -0.12357
O 1.97409 0.28859 1.12285
O 1.64513 1.55046 -1.03957
P 1.61295 0.17330 -0.28941
S 1.98047 -1.56136 -1.44603
H -3.64020 0.95271 0.49010
H -3.47829 -0.72827 0.82509
H -3.49517 0.33060 2.20511
H 2.42350 1.71937 -3.00180
H 0.70133 2.48283 -2.61500
H 0.72068 0.94763 -2.68429
H 2.86757 -2.51201 0.74363
H 2.05311 -3.73921 -0.34813
H 1.01386 -2.51150 0.71248
H -1.22195 1.38522 2.73409
H 0.10605 0.89299 1.84454
H -1.71501 -0.16430 -0.94775
*
```

Summary:
E_tot = -1158.8822 Ha
Kohn-Sham gap = 8.35 eV
ΔE to the lowest compared entry with this formula, charge and spin = 243.1 kJ/mol

Entry 5:
Here is a structure of composition C18H41OP3STi from the Open Molecules 2025 dataset. Energies are from ωB97M-V/def2-TZVPD.

Geometry as ORCA input:
```
! wB97M-V def2-TZVPD RIJCOSX def2/J DEFGRID3
* xyz 3 2
Ti 0.64194 -1.44755 -0.01359
P 2.60639 0.08994 1.20628
P -1.15697 -0.46896 1.67919
P -2.01403 3.16498 -2.73852
H 1.34867 -0.27290 -3.19683
C 0.66781 0.26801 -2.53274
C 1.03066 0.13063 -1.08600
H 2.11072 -0.13307 -1.10335
C 3.67364 -0.85524 2.31777
C 1.99099 1.47167 2.21928
C 3.77390 0.95597 0.08878
C -2.80944 -1.25317 1.70773
C -0.74263 -0.72570 3.45929
C -1.56055 1.29862 1.54873
C -2.45765 4.01287 -4.26456
C -1.16788 4.34160 -1.66382
C -3.48024 2.60361 -1.85020
H 0.70064 1.31057 -2.82692
H 0.87188 1.09265 -0.58175
H 4.11697 -1.69327 1.76479
H 3.07375 -1.24360 3.15291
H 4.46754 -0.20053 2.69816
H 1.30239 1.11874 2.99286
H 1.47174 2.20828 1.59424
H 2.85745 1.94968 2.69383
H 4.35196 0.23934 -0.51016
H 4.45918 1.58076 0.67104
H 3.22386 1.59612 -0.61182
H -3.42236 -0.80776 2.50559
H -2.71039 -2.33056 1.89497
H -3.31941 -1.11059 0.75022
H -1.49909 -0.22230 4.08090
H 0.24552 -0.33129 3.72663
H -0.76453 -1.79778 3.71856
H -2.46019 1.53274 2.13183
H -1.74884 1.55353 0.49703
H -0.73434 1.92613 1.90698
H -3.50687 4.33571 -4.23266
H -2.30830 3.32221 -5.10513
H -1.80356 4.88559 -4.40017
H -1.35027 5.36327 -2.02711
H -0.08688 4.15307 -1.65906
H -1.55246 4.26929 -0.63810
H -4.35856 3.14406 -2.22521
H -3.35451 2.79242 -0.77405
H -3.59960 1.52440 -2.01772
C -0.64266 -1.84173 -2.04092
C -1.54580 -2.24510 -1.04709
C -1.30587 -3.41874 -0.28114
C -0.07855 -4.06583 -0.36004
C 0.95785 -3.48364 -1.12368
C 0.65181 -2.43520 -2.01885
S -1.00240 -0.29441 -3.05970
H -1.33986 1.94688 -3.13512
H -2.50822 -1.73185 -0.95609
H -2.10158 -3.82350 0.35016
H 0.08059 -5.01642 0.14702
H 1.96482 -3.89675 -1.09127
H 1.44419 -2.14702 -2.70025
C 2.04049 -3.73125 2.01081
O 1.13660 -2.64560 1.69073
H 3.06366 -3.35408 1.97777
H 1.90374 -4.52693 1.27672
H 1.80188 -4.08821 3.01687
H 0.46127 -2.54283 2.39598
*
```

Summary:
E_tot = -3056.4202 Ha
Kohn-Sham gap (alpha / beta) = 8.07 / 7.97 eV
<S²> = 0.7558
ΔE to the lowest compared entry with this formula, charge and spin = 0.0 kJ/mol

Q: Which of these has the highest ΔE to the lowest compared entry with this formula, charge and spin?
A: C4H8N2O2

Q: Look up the ΔE to the lowest compared entry with this formula, charge and spin of the second one.
A: 0.0 kJ/mol

Q: The highest ΔE to the lowest compared entry with this formula, charge and spin belongs to which entry?
A: C4H8N2O2